No. 1
C22H46AlBBrCl3F8MgN5NaO10PS | wB97M-V/def2-TZVPD

Results
- HOMO-LUMO gap: 0.0446 hartree
- Total charge: -1
- 2S+1: 1

```
101
C22H46AlBBrCl3F8MgN5NaO10PS | the OMol25 dataset | wB97M-V/def2-TZVPD
H -2.07982 0.93687 0.05606
F -7.20527 3.11909 1.24680
N 2.63990 -1.00006 0.56556
H 8.66751 1.23632 0.35358
H -2.85059 0.75845 -3.84023
H 1.59949 4.15635 -3.36672
B 3.79819 7.82992 -4.86010
H 5.60610 -1.53921 1.39540
H 3.32718 -2.92133 -0.30237
H -5.73683 -2.27433 0.38533
H 3.83483 2.22885 -4.05185
H 1.52500 1.74657 -1.11585
H 2.94884 -0.02044 0.62896
Br 2.30932 0.77558 -5.04163
C 0.57706 -3.14504 1.77392
C -6.24347 0.99026 3.86185
H -4.05898 0.58038 5.82386
H 2.80544 0.42728 -1.64382
O 5.78149 -3.99528 4.58513
O -3.86056 -0.95957 -0.70095
H -5.35919 1.15284 6.89314
H -2.77080 -0.25033 1.70461
C -6.73842 -2.33179 0.84310
Mg 1.03474 3.28553 -0.87052
F -9.32040 1.91729 2.78937
C 3.11556 2.48569 -3.21357
F 3.36462 8.43065 -6.06372
F 2.64530 7.38554 -4.10138
H 0.42494 -3.23042 -1.54052
H 1.23849 -1.24004 -2.19916
C 5.12090 -1.75546 0.39516
C -6.05235 -0.49373 4.11624
C -2.07183 1.18136 -2.20844
C 2.72726 4.05711 -3.30219
H -4.54131 -0.65803 -0.05182
O 4.98586 -2.35010 2.99414
C -0.32704 -0.27751 -0.80729
F -8.70196 4.70800 3.12613
H 0.81878 -4.00568 3.92538
C 0.72370 -0.22799 -2.04004
H -0.70260 1.89040 -0.63675
Cl 5.07300 -4.26306 -3.55101
Cl 7.91948 -4.12949 -4.17910
C 3.57855 -2.17026 0.52145
C -7.64644 -2.96209 -0.24492
N 0.94518 -2.65198 0.47172
H -1.38122 -1.82554 -1.97857
H 6.51115 -0.34496 -0.62697
H -7.20438 -3.90168 -0.59365
H 8.63425 2.90775 0.27643
F 4.54266 8.79755 -4.07879
Al -8.79565 3.38441 1.96588
H -6.59402 -3.13021 1.59498
Na 2.89103 8.88796 -2.79991
H -6.87388 -1.10125 3.73510
C 6.54860 -5.19208 -3.83175
H 3.49372 -2.71399 1.52926
H -7.75371 -2.30704 -1.11313
Cl 5.95354 -3.24528 -0.31710
N 8.07491 2.05532 0.18232
H 7.68665 2.00323 -0.76493
H -0.67452 -3.87004 -0.24384
C -5.90723 -0.53871 5.62316
O 4.87799 -4.71048 2.46515
C 1.83143 0.96156 -1.89768
H 7.30960 2.07095 0.86415
C 1.34098 -1.26823 0.53134
S 4.76895 -3.71282 3.55129
C -1.04489 -1.70042 -0.88808
H -7.29574 1.27617 3.93985
C -5.14104 0.74072 5.90474
H -5.87174 1.29993 2.88310
F 4.62680 6.71896 -5.15004
P -2.64530 -1.82762 0.12285
H 5.09660 -0.92193 -1.66064
F -9.95203 3.79413 0.69993
H 0.19331 -0.01686 -3.03432
H -5.39500 -1.43053 5.98960
O -7.31096 -1.20297 1.22702
H 4.84478 0.41311 -0.35063
O 3.41676 -3.78830 4.14905
H 3.10672 4.57167 -2.36544
H -6.89539 -0.49418 6.09208
H 6.77185 -5.77710 -2.94167
H 3.65677 2.34080 -2.22494
O -5.52053 1.68228 4.89654
N 0.37454 -0.19758 0.54115
H -2.31401 2.26896 -2.48542
H -5.12476 -0.83725 3.64379
O -2.49396 -1.19035 1.67196
C -0.09926 -2.93725 -0.56167
H -8.64294 -3.19066 0.14108
C 0.57970 -3.73759 2.84935
H 0.82284 0.72123 0.66721
O 1.92047 1.61750 -3.19569
H 3.26722 4.49159 -4.20865
C -1.35099 0.96058 -0.82013
N -2.40272 0.25495 -3.05053
C 5.38743 -0.55512 -0.61670
O -3.14833 -3.25499 0.20213
H 6.39231 -5.85521 -4.67991
```


No. 2
C22H46N2O12S2 | wB97M-V/def2-TZVPD

Results
- SMILES: O=S1(=O)CCCC1.O=S1(=O)CCCC1.CCOC(=O)OC.CCOC(=O)OC.CNC(C)=O.CNC(C)=O
- HOMO-LUMO gap: 0.3606 hartree
- 2S+1: 1

```
84
C22H46N2O12S2 | the OMol25 dataset | wB97M-V/def2-TZVPD
H -16.89378 -10.02394 -12.04551
C -26.94833 0.86500 -15.05460
H -15.64996 -8.87552 -11.87234
H -20.60607 -2.23757 -6.65363
H -20.23988 0.10846 -10.66954
H -21.55621 -3.88973 -8.65313
C -16.67344 -8.96219 -12.22034
C -22.38076 -8.28051 -12.80090
H -22.10271 -3.57004 -13.70337
H -26.50703 1.85514 -15.10082
C -26.57554 0.23403 -13.73550
N -18.14429 -8.75032 -14.07948
O -15.97027 -8.19994 -14.40020
C -18.55139 -4.45949 -13.81034
H -22.50766 -13.88644 -10.70658
C -16.85899 -8.59534 -13.67520
H -22.45361 -7.38913 -13.42163
H -14.75603 -5.85654 -8.43283
H -21.42187 -9.72764 -14.00719
C -21.12840 -3.19854 -6.65821
H -13.04658 -4.96569 -9.96082
H -18.69829 -3.45962 -11.72057
O -15.33610 -3.04516 -11.70200
C -13.95021 -4.35145 -9.86525
H -21.33947 -8.24688 -12.46883
H -19.72874 -7.96351 -15.02328
H -15.95105 -4.95175 -9.17420
C -14.96399 -5.38374 -9.39448
O -19.43329 -2.22589 -14.91896
H -18.78476 -9.14858 -13.41332
C -22.27285 -12.86204 -10.42926
C -22.45576 -9.53409 -13.69665
H -18.15217 -7.48369 -15.75536
H -22.97537 -9.38138 -14.63855
H -24.62089 -0.30089 -11.92243
H -22.67564 -12.67651 -9.43442
H -20.61798 -5.52290 -12.67731
C -21.24133 0.49719 -10.51300
N -25.59156 -0.70488 -13.75161
S -14.31222 -4.06167 -11.62425
C -15.20465 -5.63308 -11.82180
H -22.96290 -3.83653 -7.67748
O -22.94753 -11.99179 -11.34102
H -21.04291 -4.31925 -11.36626
H -25.17815 -0.91381 -14.64311
H -25.58990 -1.86341 -12.04399
H -23.05151 -8.39883 -11.95727
H -14.06902 -6.91639 -10.54243
C -21.53490 -1.46223 -9.23751
H -28.03492 0.84891 -15.12691
H -26.62115 0.29946 -15.93284
H -20.86265 -2.47134 -13.05801
O -22.38375 -2.02209 -8.38626
C -24.92991 -1.14277 -12.53222
O -21.90129 -0.19583 -9.42722
C -20.55725 -4.48545 -12.32342
H -18.73416 -9.13678 -16.03691
H -21.22273 1.50963 -10.12020
O -21.01464 -11.00840 -11.98243
H -17.61892 -3.93905 -14.01305
H -18.44197 -5.52036 -14.01974
O -13.07638 -4.13166 -12.35478
O -20.39849 -4.34462 -15.79665
H -17.41501 -8.44057 -11.61487
H -15.02163 -6.07658 -12.80173
H -20.29138 -3.89454 -6.73632
C -21.08260 -3.50555 -13.34084
H -21.82804 0.40449 -11.42336
C -19.04235 -4.29307 -12.34723
S -19.88103 -3.57469 -14.68877
H -13.73265 -3.44448 -9.31483
H -16.21433 -5.22722 -11.95798
C -18.74463 -8.29656 -15.34381
C -15.03399 -6.39209 -10.54469
C -22.03215 -3.30464 -7.86160
H -21.20575 -12.66348 -10.42397
H -15.74986 -7.18909 -10.36205
C -22.19328 -11.20892 -12.10460
O -22.97809 -10.65395 -13.02164
H -24.07313 -1.76448 -12.79997
H -21.64554 -3.29820 -5.70870
O -27.06294 0.62136 -12.68679
O -20.59968 -2.00614 -9.78452
H -18.50096 -5.03485 -11.73629
```


No. 3
C22H46N2O6 | wB97M-V/def2-TZVPD

Results
- SMILES: CCCOC(=O)NNCC.C1CCOC1.C1CCOC1.C1CCOC1.C1CCOC1
- HOMO-LUMO gap: 0.3224 hartree
- 2S+1: 1

```
76
C22H46N2O6 | the OMol25 dataset | wB97M-V/def2-TZVPD
H -4.33514 -7.74712 -4.97242
C 5.68124 9.03719 3.14491
O -1.05808 1.36125 1.76196
H -0.74696 3.57448 0.01313
C -4.66952 -9.67663 -4.00780
C -1.52223 2.71588 1.82807
H -0.00948 -4.44485 -0.50391
H -3.68666 -1.84542 -0.63452
H -0.20715 0.81612 -0.02557
C -4.59427 -8.16243 -3.99609
H 4.45545 2.78646 3.81890
C -1.69709 3.18969 0.39837
H -1.86512 1.92987 -1.38985
H -2.25126 -9.29308 -2.57760
H 1.36674 4.83229 2.64544
H 3.69080 2.77924 5.42234
H 4.86031 8.72807 3.79606
H 5.84811 7.40010 0.68362
C 3.12311 5.43048 3.80295
C 3.68923 3.26068 4.44202
H -2.44873 3.97448 0.29891
H 6.53267 7.07571 3.38806
C 2.33003 3.21444 3.77143
H 2.16712 2.29823 3.20154
H -3.11948 1.68244 -0.16497
H 7.56119 8.36361 4.03584
H -1.65541 -0.10758 0.42343
H 2.91846 4.27479 1.99914
H 6.42576 8.96660 0.07677
N -3.78456 -2.04835 -1.63543
O 4.03408 4.64539 4.58382
H -5.48004 -3.16792 -0.94819
C 2.35714 4.46503 2.91976
H -3.22031 -8.70947 -1.20800
H 5.96131 10.06485 3.40022
H -5.54214 -7.72069 -3.66903
H 8.07824 9.14991 1.79154
C 7.47503 8.23777 1.84738
H -5.02340 -5.34552 -1.95660
H -2.47664 2.71707 2.36608
H -5.16350 -9.89191 -1.92959
H 0.12787 -2.75786 -3.19319
C -1.20548 0.88802 0.41536
H -5.42524 -2.85011 -2.74941
H -0.80630 3.32301 2.38718
C -4.77278 -3.13854 -1.85402
C -1.82499 -0.99701 -2.44932
C -4.14736 -4.60359 -2.01527
C 6.24009 8.37963 0.97890
H 1.53882 3.29511 4.52402
H 8.10412 7.39427 1.55836
O -0.58457 -0.70973 -1.85437
O -3.58943 -7.80443 -3.03752
H 0.81332 -1.46319 -0.47279
C 6.87337 8.10419 3.22946
C -0.05397 -1.85449 -1.12054
C -3.25032 -8.96704 -2.26923
O 5.24308 9.02800 1.77967
H 3.67940 6.17442 3.22738
C 0.54657 -2.95511 -2.13934
H 2.45370 5.95346 4.49442
C 0.01479 -4.38669 -1.64360
C -2.05820 1.90561 -0.31654
H -5.64940 -10.05187 -4.30726
H -3.92197 -10.08283 -4.69692
H 0.70797 -5.18784 -2.08331
N -2.55301 -2.29314 -2.26535
H -0.81386 -2.29898 -0.39309
C -4.29456 -10.02056 -2.58314
H -2.69844 -2.60837 -3.24433
H -3.72861 -4.71936 -3.08242
H -3.92285 -11.03899 -2.45963
H -1.04953 -4.57130 -2.02261
O -2.30697 -0.12182 -3.20463
H -3.37844 -4.88785 -1.23046
H 1.69425 -2.88611 -2.14853
```


| no. | total energy (hartree) | lowest unoccupied orbital energy (hartree) |
| --- | --- | --- |
| 1 | -8014.72898 | -0.12220 |
| 2 | -2674.60169 | 0.00401 |
| 3 | -1426.62629 | 0.02450 |